[1]
A cluster of 2 separate species, C9H14 in total in a non-equilibrium geometry, computed with ωB97M-V/def2-TZVPD.

As for the relative energy (zero: lowest compared OMol25 entry of this formula, charge and spin): 43.2 kcal/mol. As for the charge: 0. As for the gap between HOMO and LUMO: 9.8 eV. The value obtained for the HOMO energy is -8.889 eV.

Last column: Löwdin charge in e.
Positions of all 23 atoms, in Å:
C (-1.25777, -0.41740, 2.25368)  -0.06
C (-0.67398, -1.00655, 0.97812)  -0.31
C (0.71060, -1.24596, 0.82340)  -0.09
C (1.18270, -1.49755, -0.43407)  -0.12
C (0.27910, -1.82030, -1.45415)  -0.12
C (-1.07060, -1.90739, -1.22757)  -0.07
C (-1.59701, -1.35657, -0.00892)  -0.03
H (-1.37638, 0.70183, 2.11934)  0.09
H (-0.40550, -0.11654, 2.88981)  0.07
H (-2.17648, -0.71428, 2.72859)  0.07
H (1.22830, -0.97326, 1.75048)  0.12
H (2.24198, -1.45269, -0.78107)  0.13
H (0.54287, -1.80201, -2.49065)  0.10
H (-1.73608, -2.25163, -1.97097)  0.08
H (-2.64127, -1.48545, 0.22774)  0.10
C (0.98689, 1.55886, -0.29264)  -0.16
C (0.66506, 2.87502, -1.03054)  -0.14
H (1.95346, 1.53682, 0.17777)  0.07
H (0.31882, 1.09378, 0.42448)  0.04
H (0.98692, 0.79395, -1.07664)  0.05
H (0.04457, 3.53606, -0.43109)  0.06
H (1.55722, 3.48722, -1.23170)  0.06
H (0.23658, 2.46403, -1.94341)  0.06

=====

[2]
A structure of composition C5H9N3O in a non-equilibrium geometry, computed with ωB97M-V/def2-TZVPD.

As for the relative energy (zero: lowest compared OMol25 entry of this formula, charge and spin): 103.5 kcal/mol. As for the charge: 0. As for the gap between HOMO and LUMO: 8.4 eV. The value obtained for the HOMO energy is -7.988 eV.

Last column: Löwdin charge in e.
Positions of all 18 atoms, in Å:
C (-1.90021, -0.91098, -0.61192)  -0.02
C (0.41380, 0.61085, 0.25561)  -0.49
C (-0.10477, -0.07160, 1.37003)  -0.14
C (-1.36160, 0.41121, -0.12715)  -0.35
N (0.70425, 1.97975, 0.31907)  0.10
N (0.01192, -1.37567, 1.59984)  0.07
C (2.36387, 0.14120, -1.05703)  -0.03
N (1.42378, -0.29530, -0.32655)  0.04
O (-1.90076, 1.46611, -0.32917)  0.08
H (0.67262, 2.45091, -0.58061)  0.09
H (0.14738, 2.43667, 1.03040)  0.09
H (-0.46612, -1.78781, 2.38480)  0.10
H (0.50698, -2.02858, 0.99914)  0.09
H (-2.56584, -1.33054, 0.14381)  0.09
H (-1.10112, -1.62115, -0.81513)  0.07
H (-2.49656, -0.72727, -1.50651)  0.09
H (2.60926, 1.19950, -1.19044)  0.07
H (3.04314, -0.54731, -1.55817)  0.06

=====

[3]
A cluster of 4 separate species, C19H34BF9N3O8 in total in a non-equilibrium geometry, computed with ωB97M-V/def2-TZVPD.

As for the charge: +1. As for the gap between HOMO and LUMO: 8.3 eV. The value obtained for the HOMO energy is -12.450 eV.

Last column: Löwdin charge in e.
Positions of all 74 atoms, in Å:
C (7.90366, 2.05553, -0.19740)  -0.10
C (7.81099, 2.65372, -1.61152)  -0.25
C (6.43063, 2.50217, -2.26802)  -0.23
C (5.36854, 3.47230, -1.71521)  -0.16
C (4.59636, 2.95503, -0.48069)  -0.13
N (3.14173, 2.85918, -0.70776)  0.15
C (2.51777, 1.91861, -1.36597)  -0.32
N (3.23287, 0.84439, -1.92735)  0.18
N (1.14775, 1.97411, -1.53342)  0.06
C (0.33668, 1.24426, -0.52079)  -0.03
B (0.30229, -0.32937, -0.81340)  -0.64
O (0.50247, -1.19576, 0.24269)  0.16
O (0.01432, -0.75089, -2.09378)  0.16
H (7.23612, 1.18898, -0.09179)  0.07
H (7.65865, 2.78128, 0.58523)  0.07
H (8.91436, 1.68866, 0.00175)  0.08
H (8.53458, 2.13455, -2.25197)  0.11
H (8.07627, 3.71712, -1.58426)  0.11
H (6.11246, 1.45633, -2.12886)  0.10
H (6.52750, 2.65806, -3.34799)  0.12
H (4.65453, 3.76440, -2.49278)  0.11
H (5.88852, 4.38817, -1.40832)  0.12
H (4.71457, 3.61981, 0.37851)  0.13
H (4.94768, 1.96178, -0.17831)  0.11
H (2.56440, 3.60343, -0.33464)  0.18
H (3.58930, 0.18619, -1.24149)  0.12
H (4.00260, 1.16273, -2.50665)  0.10
H (0.86830, 2.94691, -1.60782)  0.14
H (0.70845, 1.44037, 0.49446)  0.10
H (-0.67972, 1.64553, -0.57880)  0.14
H (1.16579, -1.86437, 0.05962)  0.11
H (0.72207, -1.24145, -2.51505)  0.11
C (1.40580, 0.26308, 3.22638)  -0.06
C (2.37668, -0.52096, 4.07870)  -0.18
O (3.71123, 0.03335, 3.98818)  0.03
C (3.93009, 1.11854, 4.71564)  -0.41
O (3.16727, 1.67398, 5.44307)  0.18
C (5.38470, 1.60080, 4.49994)  -0.56
F (5.67524, 1.63424, 3.18572)  0.14
F (6.24096, 0.77313, 5.08543)  0.19
F (5.54994, 2.81584, 4.98362)  0.19
H (1.76293, 0.30307, 2.19655)  0.05
H (0.42806, -0.21658, 3.22875)  0.09
H (1.29407, 1.28127, 3.59867)  0.08
H (2.48515, -1.54176, 3.72046)  0.13
H (2.06868, -0.55354, 5.12223)  0.13
C (-3.07313, -2.28838, -1.09320)  -0.04
C (-3.08353, -2.02392, -2.58342)  -0.19
O (-4.14375, -2.76636, -3.22666)  0.04
C (-5.35251, -2.24374, -3.10469)  -0.40
O (-5.63805, -1.21286, -2.57243)  0.16
C (-6.38078, -3.16980, -3.79837)  -0.56
F (-6.19293, -4.43669, -3.43310)  0.17
F (-6.24082, -3.08440, -5.11964)  0.18
F (-7.61598, -2.81918, -3.47704)  0.18
H (-2.98850, -3.35758, -0.89817)  0.09
H (-2.22283, -1.78627, -0.63326)  0.06
H (-3.98469, -1.92596, -0.61938)  0.08
H (-2.17015, -2.38076, -3.05141)  0.12
H (-3.19594, -0.96479, -2.81059)  0.13
C (-7.43037, -3.93781, 0.03651)  -0.04
C (-7.73145, -2.49339, -0.29641)  -0.19
O (-8.58468, -1.89357, 0.70738)  0.05
C (-7.98226, -1.52384, 1.82025)  -0.41
O (-6.81827, -1.60339, 2.08205)  0.16
C (-9.01346, -0.89349, 2.78749)  -0.57
F (-10.10215, -1.64869, 2.89411)  0.18
F (-9.37771, 0.30717, 2.33103)  0.17
F (-8.48388, -0.74204, 3.99018)  0.18
H (-8.35585, -4.50209, 0.15025)  0.09
H (-6.84553, -4.39155, -0.76449)  0.07
H (-6.86492, -4.01732, 0.96412)  0.08
H (-8.29259, -2.40962, -1.22118)  0.12
H (-6.82663, -1.89590, -0.39155)  0.11

=====

[4]
A cluster of 2 separate species, C10H15N2OS in total in a non-equilibrium geometry, computed with ωB97M-V/def2-TZVPD.

As for the relative energy (zero: lowest compared OMol25 entry of this formula, charge and spin): 114.1 kcal/mol. As for the charge: +1. As for the gap between HOMO and LUMO (spin up / spin down): 6.6 / 7.0 eV. The value obtained for the HOMO energy (spin up / spin down) is -10.331 / -10.751 eV.

Last column: Löwdin charge in e.
Positions of all 29 atoms, in Å:
C (-0.54256, 3.75167, -0.92938)  -0.05
C (-1.84105, 3.92515, -1.48185)  -0.17
C (-0.06810, 2.47775, -0.57222)  -0.22
C (-2.53256, 2.93271, -2.01694)  -0.38
C (0.74476, -0.88345, 0.91981)  -0.23
C (2.20855, -1.01968, 1.30983)  -0.08
C (2.74699, -2.14400, 0.51320)  -0.13
C (1.38056, -3.01400, 0.41280)  -0.12
C (-0.90750, -2.38270, -0.23185)  -0.02
C (-1.10994, 0.53757, 1.11548)  0.02
N (-0.68853, 1.31135, -0.84290)  -0.35
N (0.32864, -2.06158, 0.37489)  -0.06
O (0.19196, 0.19665, 1.28560)  0.05
S (-1.93857, 1.30216, -1.97527)  0.98
H (-0.08420, 4.72764, -0.74604)  0.12
H (-2.09785, 4.94404, -1.58300)  0.10
H (0.87093, 2.25213, -0.01327)  0.13
H (-3.54261, 2.99805, -2.37082)  0.07
H (2.78652, -0.03066, 1.41424)  0.17
H (2.03533, -1.51507, 2.39422)  0.19
H (3.07623, -1.93881, -0.45133)  0.10
H (3.45429, -2.72618, 1.05928)  0.11
H (1.37485, -3.77359, -0.54701)  0.19
H (1.38420, -3.60466, 1.42242)  0.16
H (-1.36029, -1.55339, -0.85425)  0.11
H (-0.93022, -3.23147, -0.79808)  0.06
H (-1.72161, -2.65840, 0.45100)  0.11
H (-1.82270, -0.17172, 1.01708)  0.06
H (-1.39554, 1.35251, 1.72436)  0.10

=====

[5]
A structure of composition C16H33AlN2O9P2S2 in a non-equilibrium geometry, computed with ωB97M-V/def2-TZVPD.

As for the charge: 0. As for the gap between HOMO and LUMO: 3.7 eV. The value obtained for the HOMO energy is -7.499 eV.

Last column: Löwdin charge in e.
Positions of all 65 atoms, in Å:
C (0.84911, 4.63201, -5.92525)  -0.03
C (-0.49928, 3.84871, -6.49318)  -0.27
O (-0.29897, 2.69309, -7.17967)  -0.04
O (-1.86539, 4.37726, -6.23754)  -0.13
C (-2.49944, 3.67001, -5.11000)  -0.18
C (-1.86829, 4.20699, -3.67291)  -0.18
C (-2.93422, 4.00515, -2.39958)  -0.20
C (-2.41341, 2.67827, -1.59039)  -0.23
C (-3.44599, 2.10364, -0.45433)  -0.20
C (-2.60733, 1.24196, 0.68792)  -0.16
C (-2.05072, -0.20664, 0.16000)  -0.31
O (-1.22872, -0.27020, -1.07574)  -0.29
Al (-0.62211, -2.08075, -1.14243)  -0.24
S (-1.69630, -2.86129, -3.01552)  0.31
P (1.72961, -1.88586, -1.23926)  0.65
P (2.55603, -3.91422, -1.22720)  0.42
O (2.73519, -4.39637, -2.73142)  -0.43
O (4.08136, -3.86570, -0.35985)  -0.29
O (1.51632, -5.00312, -0.28503)  -0.32
O (-1.32983, -2.55933, 0.57716)  -0.27
C (-1.30939, -1.23370, 1.22157)  -0.35
C (-1.60548, -1.09148, 2.82825)  -0.14
C (-0.91097, -2.29727, 3.71362)  -0.20
C (0.73832, -2.09682, 3.90388)  -0.26
C (1.15303, -0.62159, 4.48559)  -0.48
S (2.09442, 0.47153, 3.29166)  0.86
C (3.95865, 0.25298, 3.57310)  -0.43
N (5.10988, 0.84765, 2.74421)  -0.03
N (6.32498, 0.39170, 3.28436)  -0.02
C (5.97195, -0.49442, 4.48504)  -0.06
O (4.50482, -0.56267, 4.67639)  -0.14
H (1.82286, 4.33856, -6.54433)  0.10
H (0.68989, 5.80031, -6.07140)  0.10
H (1.03046, 4.32979, -4.80112)  0.09
H (-3.64799, 3.89429, -5.10346)  0.13
H (-2.37047, 2.49764, -5.17431)  0.15
H (-1.43524, 5.29308, -3.72233)  0.11
H (-0.93727, 3.49503, -3.45529)  0.11
H (-3.98593, 3.82717, -2.91919)  0.11
H (-3.00858, 4.98013, -1.74583)  0.11
H (-2.30371, 1.81279, -2.40523)  0.13
H (-1.31900, 2.87893, -1.20216)  0.12
H (-4.19588, 1.34647, -0.98353)  0.12
H (-4.13282, 2.93049, 0.03937)  0.11
H (-3.40309, 0.99777, 1.54386)  0.11
H (-1.79953, 1.92651, 1.19947)  0.11
H (-3.01393, -0.78903, -0.16980)  0.15
H (-0.83104, -2.58196, -4.12213)  -0.18
H (2.07822, -1.20448, 0.01051)  -0.14
H (3.88093, -3.57748, 0.58408)  0.05
H (2.09664, -5.77583, 0.02968)  0.06
H (-0.16621, -0.92979, 1.12755)  0.10
H (-1.27289, -0.01228, 3.21265)  0.11
H (-2.78669, -1.11002, 2.98295)  0.13
H (-1.13660, -3.32746, 3.18688)  0.10
H (-1.36741, -2.38854, 4.81214)  0.11
H (1.03317, -2.90316, 4.73372)  0.07
H (1.34888, -2.38728, 2.94884)  0.10
H (0.18878, -0.06769, 4.88188)  0.10
H (1.88493, -0.81933, 5.40642)  0.09
H (6.75268, -1.04487, 5.16658)  0.13
O (1.50263, -5.13333, 4.25934)  0.31
H (1.57986, -5.44538, 3.32195)  0.21
H (2.34877, -5.26910, 4.75709)  0.21
H (0.73778, -5.56147, 4.72177)  0.21